{
  "formula": "C5H12S",
  "method": "ωB97M-V with the def2-TZVPD basis set",
  "species": ["C", "C", "C", "C", "C", "S", "H", "H", "H", "H", "H", "H", "H", "H", "H", "H", "H", "H"],
  "positions_angstrom": [[-1.14276, 1.52109, 1.78761], [-0.00755, -1.94232, 0.42301], [1.45493, -2.09723, 0.69902], [-0.56509, 1.27723, -1.87690], [0.33340, 0.48490, -1.06163], [-0.80551, -0.56035, -0.04621], [-1.41193, 2.50802, 1.59436], [-1.81799, 0.99997, 2.44873], [-0.65304, -2.79693, 0.55917], [1.81256, -3.08589, 0.78002], [1.95493, -1.56135, -0.20281], [1.58917, -1.59739, 1.68705], [-1.02057, 0.74239, -2.73460], [-1.40616, 1.74549, -1.31430], [-0.07867, 2.00752, -2.58218], [0.99983, 1.14629, -0.49676], [0.83223, -0.16458, -1.70626], [-0.06777, 1.37315, 2.04268]],
  "lowdin_charge": [-0.0382, -0.5551, -0.1630, -0.2451, -0.4984, 0.9338, -0.0493, -0.0265, 0.0366, 0.0435, 0.0918, 0.0821, 0.0783, 0.0749, 0.0936, 0.0936, 0.0542, -0.0070],
  "homo_lumo_gap_ev": [8.6, 7.2],
  "energy_ha": -595.7201
}

---

{
  "formula": "C5H12S2",
  "method": "ωB97M-V with the def2-TZVPD basis set",
  "species": ["C", "C", "C", "S", "S", "C", "C", "H", "H", "H", "H", "H", "H", "H", "H", "H", "H", "H", "H"],
  "positions_angstrom": [[0.69373, 2.70778, 0.10481], [-0.27764, 3.11154, 1.20542], [1.02834, 1.19155, 0.06510], [-0.30739, 0.15273, 0.75575], [0.38863, -1.72452, 0.31627], [0.10439, -1.87836, -1.49967], [-1.37561, -1.90521, -1.84492], [1.63325, 3.25425, 0.15139], [0.22451, 2.92154, -0.86219], [-1.25156, 2.64586, 1.03075], [-0.46444, 4.17286, 1.26304], [0.03693, 2.64358, 2.14400], [0.97087, 0.92030, -0.98971], [1.98959, 1.00450, 0.53020], [0.59745, -1.04542, -1.98774], [0.62944, -2.80220, -1.69939], [-1.51357, -1.47405, -2.83749], [-1.90551, -1.28110, -1.13394], [-1.83006, -2.88709, -1.76445]],
  "lowdin_charge": [-0.3087, -0.1580, -0.5259, 0.4870, 0.4806, -0.5767, -0.1785, 0.1005, 0.1008, 0.0474, 0.0676, 0.0693, 0.0454, 0.0732, 0.0492, 0.0544, 0.0719, 0.0308, 0.0696],
  "homo_lumo_gap_ev": 9.5,
  "energy_ha": -994.0717
}

---

{
  "formula": "C5H12S2",
  "method": "ωB97M-V with the def2-TZVPD basis set",
  "species": ["C", "C", "C", "S", "S", "C", "C", "H", "H", "H", "H", "H", "H", "H", "H", "H", "H", "H", "H"],
  "positions_angstrom": [[-2.58647, 0.87399, 0.82341], [-2.07285, -0.55713, 1.17533], [-1.42673, 1.72819, 0.34575], [-0.43230, 1.03157, -0.99711], [1.35373, 0.52430, -0.06285], [2.15804, -0.51006, -1.36881], [3.32655, -1.30857, -0.74957], [-3.13178, 1.28980, 1.70474], [-3.33641, 0.83481, 0.03183], [-0.96723, -0.70991, 1.05792], [-2.57581, -1.25476, 0.55806], [-2.38345, -0.76534, 2.20841], [-1.56992, 2.84077, 0.13296], [-0.66837, 1.62364, 1.15685], [1.27172, -1.18116, -1.87249], [2.37870, 0.24962, -2.23208], [2.85316, -1.75734, 0.06153], [4.21668, -0.73392, -0.53664], [3.59273, -2.21848, -1.43725]],
  "lowdin_charge": [-0.3167, -0.1262, -0.5845, 0.4863, 0.4568, -0.6189, -0.1829, 0.1114, 0.0921, 0.0420, 0.0483, 0.0698, 0.0926, 0.0425, 0.1089, 0.0832, 0.0216, 0.0647, 0.1094],
  "homo_lumo_gap_ev": 8.4,
  "energy_ha": -994.0311
}

---

{
  "formula": "C5H13BKN2O4",
  "method": "ωB97M-V with the def2-TZVPD basis set",
  "species": ["C", "C", "C", "C", "N", "N", "C", "O", "O", "B", "O", "O", "H", "H", "H", "H", "H", "H", "H", "H", "H", "H", "H", "H", "H", "K"],
  "positions_angstrom": [[2.97427, -1.29590, -0.13152], [2.63944, 0.15929, -0.60359], [1.57618, 0.87688, 0.25017], [0.20265, 0.23860, 0.00094], [-0.82342, 0.51738, 0.99055], [-1.62058, 1.65901, 0.74866], [-2.71446, 1.43017, -0.10155], [-2.98357, 2.16541, -1.00854], [-3.44150, 0.36487, 0.29559], [-3.36448, -0.84020, -0.41739], [-3.46495, -0.85752, -1.77960], [-3.20618, -1.99972, 0.29141], [2.32036, -1.49109, 0.70975], [2.70738, -1.98598, -0.92414], [4.01862, -1.41194, 0.14371], [3.56738, 0.73726, -0.56194], [2.33853, 0.14396, -1.64792], [1.59960, 1.92943, -0.03498], [1.85132, 0.79110, 1.30365], [-0.14593, 0.56993, -0.97905], [0.33327, -0.84740, -0.04230], [-0.47349, 0.54469, 1.93596], [-1.10110, 2.44049, 0.35738], [-2.83805, -1.46916, -2.18225], [-3.42908, -1.87168, 1.21998], [3.47781, -0.49786, 2.16702]],
  "lowdin_charge": [-0.1926, -0.2402, -0.2184, -0.1884, -0.0464, 0.0633, -0.5300, 0.1625, 0.2116, -0.7849, 0.2181, 0.1980, 0.0033, 0.1013, 0.0413, 0.1089, 0.1233, 0.1263, 0.0334, 0.1442, 0.1199, 0.1179, 0.1396, 0.1191, 0.1150, 1.0537],
  "total_charge": 1,
  "homo_lumo_gap_ev": 8.3,
  "energy_ha": -1233.4688
}

---

{
  "formula": "C5H13BrO3PS2",
  "method": "ωB97M-V with the def2-TZVPD basis set",
  "species": ["C", "S", "P", "O", "Br", "H", "H", "H", "H", "H", "C", "C", "C", "S", "O", "O", "C", "H", "H", "H", "H", "H", "H", "H", "H"],
  "positions_angstrom": [[-1.90995, 1.37744, 1.04985], [-3.21098, 0.71628, -0.01198], [-4.99065, 0.82960, 1.45973], [-6.14591, 1.30025, 0.44519], [-5.35918, -1.29774, 1.41099], [-2.30250, 2.16487, 1.68592], [-1.10519, 1.72079, 0.40427], [-1.57699, 0.53958, 1.65374], [-3.40570, 1.77857, -0.81450], [-6.28079, 2.26257, 0.39904], [3.19371, -1.52359, -1.22958], [2.34924, -1.98262, -0.03285], [2.03992, -0.73890, 0.80885], [2.04761, 0.64914, -0.34127], [3.11962, 1.53955, 0.00215], [0.71084, 1.19861, -0.48810], [2.49009, -0.29402, -1.79413], [3.28570, -2.30336, -1.98311], [4.19936, -1.25569, -0.90084], [1.42034, -2.43051, -0.39134], [2.86642, -2.73232, 0.56283], [1.07076, -0.77482, 1.30054], [2.81572, -0.52893, 1.54265], [3.11149, 0.33720, -2.42512], [1.56701, -0.55196, -2.31291]],
  "lowdin_charge": [-0.3582, 0.7477, 0.3720, -0.4085, 0.4026, 0.0491, 0.0177, 0.0558, -0.0246, 0.0839, -0.2120, -0.2081, -0.2139, 0.6796, -0.2958, -0.3642, -0.2243, 0.1203, 0.1245, 0.1163, 0.1184, 0.0912, 0.1091, 0.1131, 0.1081],
  "total_charge": 1,
  "homo_lumo_gap_ev": 8.7,
  "energy_ha": -4135.5369
}

---

{
  "formula": "C5H13EuO2",
  "method": "ωB97M-V with the def2-TZVPD basis set",
  "species": ["C", "O", "C", "H", "H", "H", "H", "H", "C", "O", "C", "C", "H", "H", "H", "H", "H", "H", "H", "H", "Eu"],
  "positions_angstrom": [[1.09388, -0.34515, -2.69036], [0.58059, -0.35696, -1.36756], [-0.93172, -0.42692, -1.21390], [0.88092, 0.66251, -3.07419], [2.18117, -0.47797, -2.63875], [0.62945, -1.11208, -3.32478], [-1.27144, 0.49565, -1.71201], [-1.21291, -1.25627, -1.87678], [0.89725, 1.13915, 2.55432], [0.39415, 0.34077, 1.48338], [-0.97885, 0.60677, 1.16258], [-1.50643, -0.42169, 0.18545], [1.94510, 0.86221, 2.71565], [0.83210, 2.20257, 2.28841], [0.31995, 0.93452, 3.46522], [-1.05538, 1.62736, 0.75745], [-1.55201, 0.55518, 2.09913], [-2.58357, -0.22903, 0.08783], [-1.41622, -1.42983, 0.61904], [0.87292, -2.53343, 0.14414], [1.88104, -0.83734, 0.33575]],
  "lowdin_spin": [-0.0014, -0.0409, -0.0037, -0.0006, -0.0002, -0.0001, -0.0002, -0.0007, -0.0010, -0.0179, -0.0006, -0.0075, -0.0002, -0.0001, -0.0002, -0.0003, -0.0002, -0.0003, -0.0071, -0.3470, 6.4299],
  "total_charge": 2,
  "homo_lumo_gap_ev": [7.6, 10.8],
  "energy_ha": -1058.3756,
  "s_squared": 12.46,
  "multiplicity": 7
}

---

{
  "formula": "C5H13FNO",
  "method": "ωB97M-V with the def2-TZVPD basis set",
  "species": ["C", "C", "C", "C", "C", "N", "O", "F", "H", "H", "H", "H", "H", "H", "H", "H", "H", "H", "H", "H", "H"],
  "positions_angstrom": [[1.60553, 0.89876, 0.20618], [-0.17427, 2.25096, 1.49775], [-0.56156, -0.93613, -2.32576], [-1.48887, -0.51069, -1.47066], [0.50139, 1.71322, 0.23678], [0.68456, -1.97474, 0.80470], [-1.47716, -0.81524, -0.16487], [-0.24242, 1.82825, -0.85696], [1.53682, 0.19264, -0.60076], [2.37556, 0.93393, 0.94101], [1.41905, -1.22750, 0.79704], [-1.14659, 1.87013, 1.66575], [0.43621, 1.88615, 2.35892], [-0.19865, 3.33691, 1.35697], [-0.50600, -0.71604, -3.34040], [0.26109, -1.57929, -2.10629], [-2.40846, 0.07267, -1.79740], [1.18612, -2.75253, 0.25508], [-0.29292, -1.85255, 0.40445], [0.65575, -2.33387, 1.86070], [-2.16518, -0.28505, 0.27779]],
  "lowdin_charge": [0.0306, -0.0063, 0.0316, -0.2682, -0.3755, 0.2370, -0.0498, 0.0661, 0.0435, 0.0653, 0.0947, 0.0598, 0.0997, 0.0936, 0.0499, 0.0464, 0.1567, 0.1753, 0.0998, 0.2084, 0.1414],
  "total_charge": 1,
  "homo_lumo_gap_ev": 9.0,
  "energy_ha": -427.8282
}

---

{
  "formula": "C5H13FNO",
  "method": "ωB97M-V with the def2-TZVPD basis set",
  "species": ["C", "C", "C", "C", "C", "N", "O", "F", "H", "H", "H", "H", "H", "H", "H", "H", "H", "H", "H", "H", "H"],
  "positions_angstrom": [[0.31656, 1.55918, -0.06655], [1.58504, 0.25638, -1.64467], [-0.65119, -0.39464, -1.08235], [1.10410, -0.61324, 0.56862], [-2.07519, -0.54104, 1.75302], [0.59289, 0.19841, -0.55612], [-2.00948, -1.48699, 2.57915], [-3.18864, 0.19456, 1.91183], [-0.36238, 1.51151, 0.78205], [1.24339, 2.03685, 0.24650], [-0.14011, 2.16293, -0.84773], [2.53213, 0.65354, -1.28414], [1.75521, -0.73833, -2.05407], [1.21893, 0.90011, -2.44485], [-1.04343, 0.21553, -1.89604], [-0.46252, -1.40180, -1.45535], [-1.39146, -0.44755, -0.27641], [1.97313, -0.12875, 1.01004], [0.32774, -0.73118, 1.32077], [1.40822, -1.59098, 0.20559], [-2.73294, -1.61448, 3.23072]],
  "lowdin_charge": [0.0019, -0.0011, -0.0173, 0.0044, -0.1702, -0.4351, 0.1368, 0.0450, 0.1011, 0.1181, 0.1187, 0.1173, 0.1168, 0.1184, 0.1188, 0.1203, 0.0429, 0.1188, 0.0705, 0.1186, 0.1554],
  "total_charge": 1,
  "homo_lumo_gap_ev": 11.3,
  "energy_ha": -427.8543
}

---

{
  "formula": "C5H13IN2",
  "method": "ωB97M-V with the def2-TZVPD basis set",
  "species": ["C", "C", "C", "C", "C", "N", "N", "I", "H", "H", "H", "H", "H", "H", "H", "H", "H", "H", "H", "H", "H"],
  "positions_angstrom": [[-1.81717, 0.45808, -2.45375], [-1.36049, 1.29393, 1.09211], [1.63798, -1.40446, 1.81885], [-0.77874, 0.61804, -1.24948], [-1.35833, 0.43818, 0.10804], [1.87537, -1.19429, 0.36344], [2.04114, 0.15972, -0.00769], [-2.05232, -1.53207, 0.51283], [-1.41725, 0.61684, -3.51448], [-2.58094, 1.18630, -2.30285], [-2.34400, -0.52005, -2.46909], [-1.91136, 1.17303, 2.00517], [-0.84903, 2.19893, 1.11149], [1.14570, 0.63440, 0.26717], [1.16830, -2.40885, 1.94557], [2.51565, -1.37139, 2.53657], [0.98101, -0.56424, 2.18764], [-0.40965, 1.64869, -1.32217], [0.04570, -0.19315, -1.34933], [2.67437, -1.86621, 0.14662], [2.79406, 0.62858, 0.57334]],
  "lowdin_charge": [-0.1135, -0.0883, -0.1724, -0.3304, -0.7997, -0.2270, -0.0610, 0.8417, 0.0908, 0.0458, 0.0430, 0.0497, 0.0482, 0.0408, 0.0636, 0.0717, 0.0665, 0.1084, 0.1058, 0.1279, 0.0883],
  "homo_lumo_gap_ev": 9.4,
  "energy_ha": -605.4107
}

---

{
  "formula": "C5H13IP",
  "method": "ωB97M-V with the def2-TZVPD basis set",
  "species": ["C", "C", "C", "C", "C", "P", "I", "H", "H", "H", "H", "H", "H", "H", "H", "H", "H", "H", "H", "H"],
  "positions_angstrom": [[0.44115, 1.09321, -2.42365], [0.51793, 0.42804, 2.49336], [-1.20756, -1.75285, 0.53641], [0.02128, -0.24971, -1.78016], [0.95831, 0.35278, 1.07565], [-0.36675, -0.24179, 0.00127], [-2.23100, 1.29429, 0.15597], [-0.28035, 1.87012, -2.34350], [1.41341, 1.30601, -1.98605], [0.41111, 0.94544, -3.48043], [-0.39142, 1.04073, 2.59003], [0.18591, -0.44678, 3.02756], [1.36174, 0.95367, 2.97168], [-1.96873, -1.45220, 1.15306], [-0.52616, -2.42735, 1.07360], [-1.63430, -2.04360, -0.38478], [0.87373, -1.06555, -1.95595], [-0.80942, -0.81775, -2.20865], [2.00354, -0.18507, 0.90116], [1.22758, 1.39836, 0.58342]],
  "lowdin_charge": [-0.1236, -0.1777, -0.2183, -0.4075, -0.4273, 0.5564, 0.7293, 0.0405, 0.0806, 0.0778, 0.0466, 0.0804, 0.1008, -0.0071, 0.0886, 0.0430, 0.1501, 0.0792, 0.1528, 0.1352],
  "total_charge": 1,
  "homo_lumo_gap_ev": 10.0,
  "energy_ha": -837.1039
}